No. 1
Below is C32H46MgN8S as an isolated structure in a non-equilibrium geometry, with properties calculated with ωB97M-V with the def2-TZVPD basis set.

The geometry in XYZ format:
```
88
C32H46MgN8S | the OMol25 dataset | ωB97M-V with the def2-TZVPD basis set
Mg -0.07097 -0.25104 -0.72685
C -1.98422 -2.77778 -1.00118
C -2.93330 -1.72640 -1.58960
N -2.19944 -0.52741 -2.03944
C -2.97614 0.68763 -1.84953
C -3.14131 0.91842 -0.36081
C -4.31361 1.38381 0.20601
C -4.37428 1.51468 1.58894
C -3.27701 1.16046 2.34880
C -2.13304 0.70560 1.69565
C -0.87681 0.36704 2.46976
N 0.09966 -0.40220 1.69954
C -0.00241 -1.85191 1.98296
C -1.21971 -2.45131 1.28877
N -1.05959 -2.19261 -0.09141
N -2.07811 0.59942 0.37814
H -1.46167 -3.26484 -1.84736
H -2.61367 -3.56841 -0.55861
H -3.60451 -1.40866 -0.78862
H -3.56183 -2.12715 -2.39724
H -1.87810 -0.62632 -2.99446
H -3.96989 0.65462 -2.31743
H -2.43145 1.52781 -2.29254
H -5.16567 1.62106 -0.41802
H -5.27814 1.87205 2.06581
H -3.29848 1.22757 3.42921
H -1.16857 -0.16870 3.38038
H -0.42502 1.30881 2.79562
H 1.03238 -0.08062 1.93434
H -0.03101 -2.02269 3.06827
H 0.88977 -2.32713 1.57233
H -2.14273 -2.02863 1.76749
H -1.24132 -3.52613 1.55992
H 0.62100 -2.26332 -1.08374
C 0.71407 -1.79527 -3.84129
C 1.79007 -1.88866 -2.74339
C 2.32373 -3.32641 -2.72087
C 2.92723 -0.93899 -3.12950
N 1.24587 -1.52621 -1.44437
H 1.10636 -2.06530 -4.82651
H 0.33866 -0.76778 -3.89575
H -0.12234 -2.46121 -3.61099
H 2.74315 -3.62312 -3.68649
H 1.51990 -4.02140 -2.46384
H 3.10396 -3.42162 -1.96218
H 3.30785 -1.17676 -4.12700
H 3.75924 -1.00436 -2.42605
H 2.57425 0.09496 -3.12634
C 4.76183 -2.38092 0.56062
C 4.44576 -0.97342 0.17877
C 5.26506 0.08809 -0.13454
C 4.38222 1.13796 -0.47522
N 3.12356 0.74264 -0.36572
N 3.16893 -0.54941 0.06346
C 4.73474 2.49037 -1.00914
H 5.80751 -2.60467 0.35576
H 4.14216 -3.07975 -0.00423
H 4.57748 -2.55947 1.62157
H 6.34343 0.10057 -0.14096
H 2.33554 -1.13727 -0.38570
H 5.71841 2.46203 -1.47843
H 4.76114 3.26006 -0.23763
H 4.00426 2.79284 -1.76009
N 0.11305 1.94747 -0.96037
S 0.47919 2.59117 0.43272
C -0.89341 3.62722 0.97116
C -0.78716 4.29569 2.18600
C -1.85847 5.03974 2.64854
C -3.02962 5.11425 1.90179
C -3.12797 4.43786 0.69718
C -2.05830 3.68263 0.23067
C 1.70543 3.89545 0.39573
C 2.69959 3.82588 1.35795
C 3.60095 4.87574 1.47770
C 3.51779 5.95902 0.61634
C 2.53535 6.00261 -0.36738
C 1.61549 4.97327 -0.47259
H -0.05150 2.64283 -1.68250
H 0.13095 4.24388 2.75999
H -1.78170 5.56279 3.59268
H -3.86571 5.69634 2.26638
H -4.04188 4.48364 0.11925
H -2.13962 3.11913 -0.68959
H 2.77172 2.95491 1.99710
H 4.37873 4.83436 2.22859
H 4.22815 6.77093 0.70178
H 2.47899 6.84696 -1.04156
H 0.82375 5.01773 -1.21160
```

Its energy is -2283.298704 Ha. For the HOMO-LUMO gap, the calculation gives 5.891 eV. The calculation puts the largest force on an atom at 1.96 eV/Å. For the LUMO energy, the calculation gives 0.26 eV. Its multiplicity is 1.

No. 2
Below is C32H47Br14F3NO3PS3 as an isolated structure in a non-equilibrium geometry, with properties calculated with ωB97M-V with the def2-TZVPD basis set.

The geometry in XYZ format:
```
104
C32H47Br14F3NO3PS3 | the OMol25 dataset | ωB97M-V with the def2-TZVPD basis set
O -2.88640 -1.09037 1.84272
C -2.97182 -1.04572 0.44924
C -2.01728 0.08756 -0.04625
C -0.58059 -0.43892 -0.24743
C -0.39098 -1.07013 -1.47315
C 0.81315 -1.64782 -1.86214
C 1.86900 -1.60342 -0.98347
C 1.71711 -0.95480 0.23267
C 0.52849 -0.35138 0.63769
C 0.51107 0.35595 1.97451
C 0.20129 1.86978 1.84096
C 1.43692 2.77370 1.99493
S 1.28343 4.29265 0.98984
S 3.41380 -2.35683 -1.42597
C 2.84931 -3.61935 -2.53480
C 1.66190 -3.42695 -3.24240
C 1.21807 -4.43552 -4.08997
C 1.93675 -5.60555 -4.28090
C 3.13466 -5.78013 -3.60727
C 3.57937 -4.79576 -2.72779
P 5.16580 -5.06754 -1.89497
O 5.50664 -6.63486 -2.08487
O 5.04549 -4.84396 -0.31122
S 6.56797 -4.04565 -2.70140
N 0.86054 -2.24934 -3.15971
C -4.38926 -0.84097 -0.04994
F -4.42089 -0.80868 -1.38728
F -5.13814 -1.90256 0.30396
F -4.95806 0.26877 0.41328
H -3.69778 -1.44304 2.24857
H -2.60843 -1.96113 -0.02896
H -2.04714 0.94210 0.62153
H -2.36218 0.35802 -1.04167
H -1.21802 -1.13007 -2.17078
H 2.54431 -0.89327 0.93048
H 1.48814 0.26407 2.44681
H -0.26880 -0.12662 2.57303
H -0.55205 2.17879 2.56580
H -0.21905 2.06257 0.85669
H 2.34514 2.25659 1.69508
H 1.52764 3.13237 3.01671
H 0.72759 3.82632 -0.13974
H 0.27993 -4.33149 -4.63772
H 1.55179 -6.33746 -4.97424
H 3.70570 -6.67783 -3.79104
H 4.70262 -7.17141 -2.06370
H 4.18061 -5.16645 -0.01535
H 1.21255 -1.56541 -3.82732
Br -1.20539 -2.59866 -5.46097
C -2.56585 -2.58088 -6.85616
C -2.42862 -3.75900 -7.78357
Br -0.94771 -3.52776 -9.02267
H -2.47849 -1.62851 -7.36885
H -3.51694 -2.62238 -6.32929
H -3.31399 -3.85728 -8.40779
H -2.25377 -4.69034 -7.25497
Br -6.04919 0.95661 6.58018
C -4.76736 1.08375 5.12437
C -5.13855 0.17382 3.98526
Br -4.72001 -1.68950 4.39527
H -3.79073 0.86391 5.54364
H -4.79666 2.12248 4.80293
H -4.55149 0.41469 3.10104
H -6.19476 0.21051 3.73824
Br -9.96827 -1.96457 5.02500
C -8.53143 -2.07741 6.33324
C -9.06138 -2.28362 7.72661
Br -9.79681 -0.64165 8.46850
H -7.94658 -1.16977 6.23345
H -7.93083 -2.93022 6.02402
H -8.25511 -2.56626 8.39997
H -9.84857 -3.02891 7.77206
Br 4.57206 -2.54978 -5.38028
C 6.29030 -1.68892 -5.63823
C 6.30392 -0.29790 -5.06602
Br 5.34748 0.96101 -6.20296
H 6.49899 -1.71251 -6.70278
H 7.00538 -2.32031 -5.11308
H 7.32220 0.08062 -5.01280
H 5.84569 -0.24624 -4.08365
Br -1.09705 -1.89709 3.30770
C 0.06485 -3.46160 3.20888
C 0.38678 -4.03217 4.56529
Br 1.70772 -2.94970 5.49586
H 0.95238 -3.15536 2.66119
H -0.49476 -4.18344 2.61721
H 0.83870 -5.01803 4.47087
H -0.48271 -4.09386 5.21115
Br 0.91614 8.02029 0.31709
C 0.56881 8.48245 2.17252
C 1.84189 8.76837 2.92325
Br 2.80483 7.13557 3.36436
H -0.00132 7.66225 2.59722
H -0.05306 9.37428 2.13387
H 1.62078 9.23825 3.87896
H 2.52722 9.39584 2.36189
Br 3.37086 10.60125 -3.13415
C 4.85129 10.38314 -1.89130
C 4.36659 10.16561 -0.48384
Br 3.74341 11.82319 0.32692
H 5.47783 11.26343 -1.98998
H 5.39487 9.50909 -2.24292
H 5.18256 9.82529 0.15026
H 3.54396 9.45908 -0.42508
```

Its energy is -39399.820988 Ha. For the HOMO-LUMO gap, the calculation gives 8.180 eV. The calculation puts the largest force on an atom at 2.99 eV/Å. For the LUMO energy, the calculation gives -0.10 eV. Its multiplicity is 1.

No. 3
Below is C32H47FGe2N2PtS4Te as an isolated structure, with properties calculated with ωB97M-V with the def2-TZVPD basis set.

The geometry in XYZ format:
```
90
C32H47FGe2N2PtS4Te | the OMol25 dataset | ωB97M-V with the def2-TZVPD basis set
Pt 0.77435 0.01728 0.75251
C 3.43113 -1.08990 5.05144
C 2.25967 -0.16379 5.40547
S 1.43355 0.69834 4.05430
C 2.71626 1.82724 3.48880
C 3.80521 1.25848 2.57958
S 3.25450 0.36841 1.09545
C 4.10738 -1.23760 1.18754
C 4.46249 -1.85944 2.53345
S 3.11651 -2.22936 3.67704
H 3.65761 -1.69501 5.92962
H 4.32913 -0.51451 4.83175
H 2.59146 0.57744 6.13441
H 1.45698 -0.73490 5.87389
H 3.19798 2.26674 4.36506
H 2.19792 2.64121 2.98035
H 4.45323 0.58827 3.13124
H 4.42008 2.07966 2.20900
H 5.03065 -1.10441 0.62179
H 3.46764 -1.90210 0.60991
H 5.21561 -1.27328 3.05828
H 4.94485 -2.80912 2.29632
C 1.71269 4.14662 -1.29658
Ge 0.38011 3.02172 -2.17515
C 0.56676 3.17658 -4.10685
C -1.37495 3.74585 -1.69164
Ge 0.71788 0.62366 -1.64408
C -0.81646 -0.31547 -2.43247
C -0.95904 -1.69640 -2.24760
C -2.02962 -2.38956 -2.79719
C -2.99805 -1.70945 -3.52541
C -2.89030 -0.33690 -3.69546
C -1.80775 0.35086 -3.15316
C 2.34322 0.09159 -2.58434
C 2.60073 -1.27402 -2.77320
C 3.78543 -1.70635 -3.35794
C 4.74070 -0.77893 -3.75860
C 4.50343 0.57656 -3.57550
C 3.31671 1.00599 -2.98895
H 1.47627 5.19548 -1.49753
H 2.72158 3.94713 -1.65892
H 1.69698 3.99071 -0.21617
H 0.49222 4.24059 -4.35516
H -0.22476 2.63631 -4.62654
H 1.52948 2.79704 -4.44935
H -1.60388 4.55643 -2.38944
H -1.35141 4.16669 -0.68436
H -2.17011 2.99854 -1.75628
H -0.23638 -2.24687 -1.65563
H -2.11042 -3.46073 -2.65234
H -3.83327 -2.24775 -3.95791
H -3.63899 0.19970 -4.26545
H -1.74252 1.41910 -3.31643
H 1.85679 -2.01310 -2.49176
H 3.96039 -2.76462 -3.50925
H 5.66446 -1.11172 -4.21567
H 5.24186 1.30338 -3.89317
H 3.16073 2.06965 -2.85014
Te -0.47518 2.24221 1.49371
F -0.14775 -5.80545 2.56971
C 0.06642 -4.52594 2.21617
C -0.48267 -3.52109 2.98947
C -0.26225 -2.20173 2.61524
C 0.49326 -1.90324 1.48621
C 1.02987 -2.93473 0.73026
C 0.82482 -4.26376 1.09588
H -1.06061 -3.77570 3.86972
H -0.66216 -1.40823 3.23412
H 1.62284 -2.72913 -0.15623
H 1.23854 -5.08251 0.51980
C -6.03059 2.96335 0.89850
C -5.24159 2.44986 -0.29862
N -3.99811 1.77258 0.07378
C -3.89866 0.52447 0.55661
S -2.40239 -0.14676 1.10348
N -5.00744 -0.21346 0.58647
C -5.08081 -1.62995 0.97576
C -4.69033 -2.57485 -0.14513
H -6.94502 3.45563 0.56450
H -5.44166 3.68733 1.46294
H -6.30701 2.15264 1.57483
H -4.95693 3.26941 -0.95559
H -5.84260 1.78042 -0.91574
H -3.16727 2.33387 0.16285
H -5.84717 0.19092 0.20958
H -6.10800 -1.80416 1.29154
H -4.44148 -1.76603 1.84557
H -5.29866 -2.39994 -1.03655
H -4.84239 -3.60744 0.17438
H -3.64178 -2.44658 -0.41477
```

Its energy is -7590.551342 Ha. For the HOMO-LUMO gap (spin up / spin down), the calculation gives 7.237 / 5.475 eV. The calculation puts the largest force on an atom at 0.98 eV/Å. The expectation value of S² is 8.767. For the LUMO energy (spin up / spin down), the calculation gives -1.74 / -5.14 eV. The charge is +1. Its multiplicity is 6.